*A*
The molecule C4H10N2S. Source: the Open Molecules 2025 dataset; level of theory: the ωB97M-V functional and the def2-TZVPD basis.

Last column: natural (NBO) charge in e.
Positions of all 17 atoms, in Å:
C  -0.5690  -0.3055  -0.1303  -0.10
C  0.6053  0.1685  0.7883  -0.28
C  -0.0002  -1.1212  -1.2666  -0.62
C  0.6799  1.6209  0.8791  -0.64
N  -1.5576  -1.1482  0.5899  -0.45
N  -1.6113  -0.6451  1.8809  -0.53
S  0.1085  -0.8205  2.4283  0.22
H  -0.9808  0.4686  -0.7134  0.19
H  1.3641  -0.4185  0.3317  0.22
H  0.4729  -1.9659  -0.9703  0.20
H  0.7811  -0.6371  -1.8722  0.21
H  -0.8151  -1.3808  -1.9573  0.22
H  -0.0734  2.1262  1.4177  0.22
H  0.5215  1.9667  -0.1092  0.21
H  1.5833  1.9219  1.3451  0.22
H  -1.2075  -2.0745  0.4864  0.36
H  -1.8156  0.3727  1.7448  0.35

- highest occupied orbital energy (eV) = -8.496
- gap between HOMO and LUMO (eV) = 9.39
- SMILES string = C[C@H]1NNS[C@@H]1C

*B*
The molecule C4H10N2S. Source: the Open Molecules 2025 dataset; level of theory: the ωB97M-V functional and the def2-TZVPD basis.

Last column: natural (NBO) charge in e.
Positions of all 17 atoms, in Å:
C  -0.9241  0.5990  0.2035  -0.05
C  -1.1723  -0.3894  -0.9767  -0.25
C  0.0266  -0.5136  0.8034  -0.07
C  1.4748  -0.1593  0.9558  -0.54
H  0.5902  1.6675  -0.5858  0.37
H  -0.8442  2.4951  -0.5524  0.36
H  -1.8179  0.7973  0.8085  0.19
H  -2.2252  -0.6914  -1.0526  0.18
H  -0.8771  -0.1112  -1.9940  0.19
H  -0.8494  -2.1603  -0.0516  0.36
H  -0.4278  -0.9360  1.6954  0.19
H  1.5736  0.7507  1.5481  0.25
H  1.9806  -0.9770  1.4834  0.22
H  1.7387  -0.9522  -1.2585  0.17
N  -0.2553  1.8304  -0.0505  -0.86
N  -0.3190  -1.3675  -0.3447  -0.64
S  2.3277  0.1180  -0.6313  -0.08

- highest occupied orbital energy (eV) = -8.674
- gap between HOMO and LUMO (eV) = 9.62
- SMILES string = N[C@H]1CN[C@H]1CS

*C*
The molecule C4H10N2S. Source: the Open Molecules 2025 dataset; level of theory: the ωB97M-V functional and the def2-TZVPD basis.

Last column: natural (NBO) charge in e.
Positions of all 17 atoms, in Å:
C  -1.6935  -1.3920  0.5076  -0.42
C  -0.6320  1.4361  0.1101  0.10
C  0.7259  1.0023  0.6462  -0.50
C  1.6171  0.5938  -0.4911  -0.52
H  -1.5454  -2.4459  0.2450  0.20
H  -1.0794  -1.1799  1.3451  0.19
H  -2.7227  -1.2144  0.7163  0.18
H  -1.7980  -0.8867  -1.4433  0.35
H  -0.9179  2.4599  0.2618  0.18
H  0.5803  0.1524  1.3554  0.23
H  1.1510  1.8293  1.1968  0.22
H  1.0467  -0.0211  -1.1580  0.25
H  2.0208  1.4840  -1.1149  0.22
H  3.0232  -1.4039  -1.0447  0.14
N  -1.2284  -0.6336  -0.6453  -0.50
N  -1.5219  0.7363  -0.5125  -0.27
S  2.9739  -0.5166  0.0255  -0.07

- highest occupied orbital energy (eV) = -8.612
- gap between HOMO and LUMO (eV) = 9.55
- SMILES string = CN/N=C\CCS

*D*
A structure of composition C4H10N2S. Source: the Open Molecules 2025 dataset; level of theory: the ωB97M-V functional and the def2-TZVPD basis.

Last column: natural (NBO) charge in e.
Positions of all 17 atoms, in Å:
C  -1.1544  -0.4640  -0.5711  -0.21
C  -0.0462  0.3357  0.0673  -0.23
C  1.2035  0.2918  -0.8670  -0.20
C  0.8689  -0.1674  1.0905  -0.24
H  -3.1585  -1.1041  -0.2751  0.37
H  -2.0807  -1.2282  1.0283  0.35
H  -1.5700  0.0569  -1.4907  0.21
H  -0.6730  -1.3602  -0.8503  0.19
H  0.3978  2.8791  0.4411  0.13
H  1.1810  -0.0100  -1.9097  0.19
H  1.7642  1.2521  -0.9100  0.17
H  2.7309  -0.5864  0.2624  0.36
H  1.1899  0.5863  1.8867  0.20
H  0.4914  -1.0608  1.6396  0.19
N  -2.3306  -0.7285  0.2910  -0.84
N  1.7878  -0.6806  0.0437  -0.61
S  -0.6021  1.9883  0.1234  -0.02

- highest occupied orbital energy (eV) = -8.585
- gap between HOMO and LUMO (eV) = 9.41

So which one wins? Going from most stable to least: *B*, *C*, *D*, *A*.

*A*
A cluster of 2 separate species, C3H4BrCl in total. Source: the Open Molecules 2025 dataset; level of theory: the ωB97M-V functional and the def2-TZVPD basis.

Last column: natural (NBO) charge in e.
Positions of all 9 atoms, in Å:
C  0.1498  1.2852  -0.4860  -0.36
C  -0.2490  0.1431  -0.8892  -0.06
C  -0.0466  -1.2016  1.0414  -0.54
Cl  -0.5972  -0.7135  -2.2924  0.09
Br  0.2119  2.8483  -1.7092  -0.01
H  0.5463  1.2854  0.5248  0.24
H  0.9550  -0.7666  1.4478  0.20
H  -0.1358  -2.2182  0.6899  0.21
H  -0.8345  -0.6621  1.6729  0.21

- highest occupied orbital energy (eV) = -9.166
- gap between HOMO and LUMO (eV) = 8.87

*B*
The molecule C3H4BrCl. Source: the Open Molecules 2025 dataset; level of theory: the ωB97M-V functional and the def2-TZVPD basis.

Last column: natural (NBO) charge in e.
Positions of all 9 atoms, in Å:
C  -0.6135  0.0944  -0.5151  -0.46
C  0.5827  0.3536  0.3663  -0.46
C  -0.3065  1.4497  0.0121  -0.01
Cl  0.3367  2.6046  -1.4354  -0.11
Br  -1.4905  2.4441  1.1913  0.08
H  -0.4925  0.1544  -1.5591  0.25
H  -1.5471  -0.3240  0.0158  0.24
H  0.6737  -0.1088  1.2828  0.24
H  1.5268  0.4135  -0.0079  0.24

- highest occupied orbital energy (eV) = -10.269
- gap between HOMO and LUMO (eV) = 10.70
- SMILES string = ClC1(Br)CC1

So which one wins? Going from most stable to least: *B*, *A*.

*A*
A cluster of 2 separate species, C3H8N2O4 in total. Source: the Open Molecules 2025 dataset; level of theory: the ωB97M-V functional and the def2-TZVPD basis.

Last column: natural (NBO) charge in e.
Positions of all 17 atoms, in Å:
C  0.8375  2.1674  -0.1230  -0.74
C  -0.1715  1.1968  0.4211  0.80
O  -1.1635  0.7796  -0.6028  -0.31
O  -0.5774  0.8235  -1.9369  -0.45
O  -0.5368  1.1840  1.5903  -0.57
H  -0.4207  -0.1438  -2.0356  0.50
H  1.4668  1.6752  -0.8673  0.24
H  1.4505  2.5508  0.6992  0.24
H  0.3297  3.0238  -0.5739  0.26
C  -0.1922  -1.7419  -0.0704  0.80
N  0.9655  -1.3583  0.6156  -0.86
N  -1.2441  -1.9350  0.7612  -0.83
O  -0.2366  -1.7912  -1.2889  -0.69
H  -1.2569  -1.3650  1.5999  0.41
H  1.1009  -1.8134  1.5109  0.39
H  1.7849  -1.3420  0.0198  0.40
H  -2.1359  -1.9105  0.2809  0.41

- highest occupied orbital energy (eV) = -10.364
- gap between HOMO and LUMO (eV) = 11.03
- SMILES string = CC(=O)OO.NC(N)=O

*B*
A structure of composition C3H8N2O4. Source: the Open Molecules 2025 dataset; level of theory: the ωB97M-V functional and the def2-TZVPD basis.

Last column: natural (NBO) charge in e.
Positions of all 17 atoms, in Å:
C  0.8206  -1.6561  -0.9680  -0.45
C  0.2027  -0.0178  0.6823  0.43
N  0.7937  0.6922  1.7434  -0.85
O  -0.6747  -1.0116  1.1324  -0.73
N  0.9397  -0.3304  -0.4037  -0.22
H  -0.8534  -0.8152  2.0613  0.50
H  1.8060  0.6760  1.6922  0.39
H  0.4888  1.6615  1.7516  0.40
H  -0.2067  -2.0124  -1.0564  0.21
H  1.3090  -1.6755  -1.9406  0.21
H  1.3549  -2.3312  -0.2869  0.22
C  -0.8805  1.3443  -0.2985  0.91
O  -0.4352  0.6706  -1.6654  -0.77
O  -2.1714  0.9938  -0.1213  -0.66
O  -0.4636  2.4689  -0.1129  -0.59
H  -2.2188  0.0245  -0.1727  0.50
H  0.1888  1.3182  -2.0370  0.49

- highest occupied orbital energy (eV) = -9.041
- gap between HOMO and LUMO (eV) = 7.89

So which one wins? Going from most stable to least: *A*, *B*.